# C20H16Cl2N3Ru

C20H16Cl2N3Ru as an isolated structure (wB97M-V/def2-TZVPD, OMol25).

ORCA input file:
```
! wB97M-V def2-TZVPD RIJCOSX def2/J DEFGRID3
* xyz 3 5
Ru 1.151 0.887 1.913
Cl 0.771 2.672 3.520
C 1.808 1.873 4.746
Cl 2.390 0.330 4.003
H 1.216 1.633 5.621
H 2.668 2.498 4.955
C 3.739 -1.601 -0.490
C 3.111 -0.797 0.496
N 1.823 -0.710 0.708
C 0.936 -1.482 -0.148
C 1.586 -2.372 -1.166
C 2.959 -2.353 -1.343
C 0.694 -3.176 -1.928
C -0.549 -3.434 -1.459
C -0.882 -3.129 -0.084
C -1.924 -3.743 0.592
C -2.069 -3.512 1.948
N -1.205 -2.745 2.633
C -0.248 -2.175 1.964
N -0.071 -2.294 0.630
H 4.818 -1.589 -0.558
H 3.743 -0.173 1.121
H 0.311 -0.762 -0.691
H 3.409 -2.954 -2.125
H 1.036 -3.618 -2.857
H -1.252 -4.042 -2.013
H -2.592 -4.408 0.059
H -2.875 -3.962 2.516
H 0.483 -1.591 2.495
C 0.129 1.723 0.489
C -0.568 2.339 -0.326
C -1.343 3.029 -1.244
C -2.757 3.148 -1.048
C -3.497 3.866 -1.938
C -2.863 4.481 -3.039
C -1.472 4.369 -3.249
C -0.714 3.655 -2.371
H -3.214 2.677 -0.189
H -4.564 3.974 -1.806
H -3.458 5.055 -3.738
H -1.017 4.855 -4.100
H 0.355 3.558 -2.500
*
```

The HOMO energy (spin up / spin down) comes out at -0.6343 / -0.6749 Ha. The value obtained for the molecular weight is 470.345 g mol⁻¹.